112
Properties=species:S:1:pos:R:3:forces:R:3 method="wB97M-V/def2-TZVPD" total_charge=-1 homo_lumo_gap_ev="3.87 / 4.83" e_homo_ev="-1.877 / -3.657" relative_energy_kcal_mol=0.0 s2=2.047 multiplicity=3
C 2.8612 1.1620 3.0926 -0.316 0.518 0.129
H 2.5512 2.1310 0.1025 0.462 -0.234 0.063
C 4.7971 2.6431 3.2093 0.232 -0.748 -1.294
H 0.6865 -1.7233 -1.1109 0.133 0.302 -0.738
C -3.8512 1.4742 0.1234 0.323 -0.533 -0.369
H -0.4012 -3.1767 -4.3874 -0.146 -0.086 -0.114
H -0.4970 -4.4536 4.5497 -0.132 0.611 0.175
H 0.5631 -0.3367 -6.4510 -0.318 0.042 0.017
C -1.5272 -2.3841 0.1787 -0.977 -0.807 0.897
H 2.5255 -0.9312 4.7468 -0.093 -0.215 -0.104
H 3.4354 0.8885 -4.7655 0.010 -0.143 -0.120
H 3.1201 2.7759 4.4953 -0.019 -0.426 0.014
H -3.5237 -1.2197 -1.7546 0.024 0.294 0.404
C -0.1524 -3.0356 0.1895 -0.245 -2.453 0.171
Se 3.7891 -0.7216 -0.4897 0.044 2.323 2.778
H 0.0566 -3.5103 1.1604 0.159 0.717 0.016
H 0.5566 2.0967 -6.0486 -0.008 -0.368 -0.044
H -1.6766 -0.3673 -0.4312 0.088 -0.306 0.509
N 0.4826 1.7719 0.5349 0.332 -1.170 -0.492
H -3.7867 0.5245 4.6975 -0.120 0.111 0.120
H -0.9856 2.8186 4.6585 0.814 -0.459 -0.329
N -2.5041 1.4593 0.2655 -2.228 -2.257 -1.026
H -2.2293 3.9155 -2.8867 -0.049 -0.660 -0.208
C -4.6331 2.5756 0.3796 -0.337 -1.548 -0.622
H 1.2338 -4.8795 3.5909 0.202 -0.336 -0.220
H 2.7279 -1.3404 3.0345 0.034 -0.300 0.357
C 0.6688 3.4991 -3.0134 -0.167 0.331 -0.580
H -0.6498 1.8020 3.2212 0.359 0.355 -0.257
N -1.4430 -0.9476 0.3937 0.535 0.447 -0.146
C -0.2044 -1.1270 3.7295 -0.763 -0.998 0.336
N 5.0173 0.4637 0.2095 0.501 -0.132 -0.488
H -2.0213 -2.6724 -0.7556 -0.016 0.581 0.005
C -3.6511 -1.3308 -2.8227 0.208 -0.923 0.356
Ti 0.6694 -0.3337 0.9466 -1.289 1.759 1.290
C -2.7259 3.7272 0.8753 -1.535 0.631 0.424
H 5.2930 3.4679 3.7033 0.244 -0.142 -0.093
N -0.0251 3.9348 0.8434 1.663 1.549 0.576
N 0.8736 -2.0752 -0.1744 0.532 -0.698 0.147
C -3.0617 1.3270 4.6157 0.387 0.615 -0.636
Si -2.0023 -1.3425 -3.7263 0.568 0.115 -1.256
H 2.0414 4.5246 0.7667 -1.200 -0.766 -0.191
H -0.2104 -3.9465 -0.4717 0.353 0.945 0.099
H -1.9715 -0.5544 1.1813 -0.016 -0.461 -0.533
C -1.9401 2.5932 0.6096 2.402 1.451 1.081
C -2.3765 -1.5648 4.7082 0.640 -1.177 -0.010
H 0.7347 4.4105 -3.6734 -0.140 -0.761 0.674
H -2.9441 2.9401 -4.1908 -0.267 -0.055 -0.438
H 2.6253 -3.0600 -4.5528 -0.277 0.424 0.479
H -3.2657 -1.7258 -5.8700 0.803 0.688 0.209
H -1.6082 -1.0829 -6.1846 0.169 0.014 -0.221
H 1.9468 0.8225 3.5641 0.113 0.172 -0.465
H -4.1226 -2.3236 -2.9258 -0.079 0.355 -0.275
H -4.3079 -0.5503 -3.1797 -0.210 0.174 -0.115
N -4.0362 3.7032 0.7634 0.815 1.976 0.821
H -3.2839 2.0894 5.3775 0.010 -0.219 -0.200
N 2.6668 -0.1801 0.9920 -0.886 -1.471 -0.661
H 1.8459 -2.3880 -0.0871 -0.566 -0.451 -0.179
C 2.0314 -4.1724 3.3814 0.218 0.990 -0.205
H -2.1500 -2.8566 0.9889 0.607 0.450 -0.652
H -0.7836 3.1995 -6.0563 -0.145 -0.299 0.062
C -2.0645 -2.9368 4.6652 -0.153 -0.577 0.185
Si -0.2787 0.0529 -3.0109 0.366 -0.621 1.356
H 1.0890 -2.0256 -6.2435 -0.038 -0.065 -0.167
N 1.3328 3.7728 0.6904 0.496 -1.211 -0.683
H 3.7325 -2.1440 4.2824 -0.553 0.198 -0.180
C 1.6932 -2.8787 4.1910 0.375 -0.736 0.262
H -2.1072 -3.7958 -4.3375 0.598 0.404 0.303
C -0.5086 2.7052 0.7331 -1.759 0.754 -0.275
C -1.4156 -0.6210 4.3506 0.609 -0.570 -0.216
H -2.3350 4.6640 1.2700 0.316 -0.287 -0.323
H -4.2998 0.5602 -0.2927 0.127 0.204 0.408
C 1.5952 2.4771 0.4116 -0.424 1.978 0.684
C -2.4707 -0.9870 -5.5383 -1.435 -0.455 0.080
C 2.7172 -1.7521 4.0474 0.466 -0.546 -0.062
H -2.6764 2.1929 -2.6065 -0.252 0.365 0.018
H -2.9119 0.0213 -5.6513 0.256 -0.370 0.011
C 5.3251 1.9895 2.0894 1.361 0.803 -0.015
H 2.8871 -2.4777 -2.8922 -0.078 -0.225 0.094
C -0.4628 2.2134 -5.6750 0.166 0.856 0.304
H 1.7645 -3.2397 5.2396 0.015 0.302 -0.296
C -0.5729 1.8443 4.2999 -1.567 -0.107 0.613
C 3.3014 0.6267 1.8796 1.557 0.227 -1.257
H 0.2636 3.7808 -2.0265 0.261 0.010 -0.286
H -3.3726 -1.2516 5.0237 0.413 -0.185 0.061
N 0.3595 -0.5287 2.6351 0.313 0.139 -0.411
C 3.5610 2.2183 3.6684 -0.529 0.028 0.418
H -5.7220 2.5659 0.2861 0.363 -0.040 -0.049
H 2.0755 -3.9729 2.2939 -0.100 -0.072 0.392
H 3.0128 -4.5909 3.6727 -0.489 0.176 -0.008
C -1.6060 0.8030 4.8185 -0.349 0.824 0.072
C 0.2316 -2.4651 4.0939 -0.207 0.728 -0.507
C 4.5894 1.0443 1.3474 -0.595 -0.707 0.503
C 2.1430 -2.5391 -3.6929 -0.370 -0.402 0.111
C -0.7402 -3.3850 4.4495 -1.161 0.554 0.312
C -1.3415 -3.1490 -3.8415 -0.906 -0.071 0.804
H -3.2321 1.8111 3.6247 0.343 -0.388 0.495
H -1.1690 -3.5470 -2.8128 0.007 0.060 -0.667
C 1.3161 -0.9850 -6.0221 1.527 0.813 -0.666
H -1.5232 0.7676 5.9277 0.269 -0.219 -0.487
C -2.2795 2.9019 -3.3453 0.752 -0.035 0.867
C 3.0445 0.4267 -3.8574 -0.202 0.361 0.362
H 2.2772 -0.6805 -6.5598 -0.972 -0.658 0.542
H 0.4562 1.6626 4.6365 -0.402 0.125 -0.032
Si -0.5332 2.2227 -3.7593 -0.625 0.363 -0.656
H 6.3566 2.1878 1.7416 -0.739 0.106 0.171
H 2.8513 1.2531 -3.1483 -0.278 -0.376 -0.328
H 1.2789 -3.1812 -3.3630 0.969 0.606 -0.160
Si 1.5682 -0.7597 -4.1531 -0.243 0.006 -0.348
H -2.8309 -3.6905 4.9166 0.362 0.537 -0.187
H 3.8382 -0.1257 -3.3672 0.399 -0.218 -0.159
H -1.1279 1.4289 -6.0540 0.260 0.183 -0.039
H 1.6728 3.0881 -2.9058 0.041 0.097 0.105

***

122
Properties=species:S:1:pos:R:3:forces:R:3 method="wB97M-V/def2-TZVPD" total_charge=-1 homo_lumo_gap_ev=6.99 e_homo_ev=-5.538
H -8.1302 6.2407 -0.1382 -0.002 0.028 0.050
H -1.0099 -1.8920 1.8855 0.140 0.222 0.174
H -3.1142 6.5885 -2.8009 0.030 -0.029 -0.033
H 8.2033 -13.0266 2.7545 0.043 0.008 -0.049
H -8.1902 4.0875 0.9808 0.012 0.003 -0.062
H 4.0458 -1.7341 -2.2449 0.150 0.190 0.004
H -0.0131 -3.7941 0.2147 0.114 -0.165 0.141
H -3.1214 -2.2820 -0.2567 -0.256 0.047 0.113
H 8.2015 -5.3991 -0.9256 0.076 0.007 0.024
H -1.3255 -2.5732 -1.7615 -0.202 -0.036 -0.138
C 1.1051 -3.4585 -1.5216 0.293 0.026 0.660
H -11.8228 9.3267 -2.9341 0.081 0.007 0.046
H 4.3727 5.2372 -0.7169 -0.033 -0.002 -0.070
H -6.2313 10.6340 -0.3077 -0.010 -0.012 0.067
H 0.4820 -4.0065 -2.2211 -0.197 0.181 -0.290
H -7.3211 12.3755 0.9789 -0.004 0.023 -0.044
H 7.5719 -11.3897 -1.8399 -0.004 0.007 -0.047
C -7.9013 11.4965 0.7037 0.090 0.064 0.072
C 2.0435 -2.4636 -2.2427 -0.448 -0.370 -0.825
H -11.3526 10.4153 -5.1667 -0.038 0.003 0.048
H 0.8898 1.8400 -2.1436 -0.315 -0.051 -0.466
H 6.6979 -4.6643 -0.3678 -0.030 -0.010 0.034
H 0.5132 0.9826 1.5182 0.105 -0.182 -0.157
H -2.1902 1.5939 1.0518 -0.094 0.222 -0.151
H 6.4924 -13.4505 2.6438 -0.054 0.025 -0.038
H -1.6574 -0.4201 7.9638 0.043 0.005 -0.081
Cl 2.9154 4.5650 0.9751 -0.004 -0.024 0.179
H -1.3514 0.8162 -3.9488 -0.132 -0.231 -0.228
H 1.0663 0.0864 9.2661 0.013 0.045 -0.060
C 4.1378 -3.7350 -1.8431 -0.123 -1.043 -0.042
H -10.1822 9.1391 -5.5120 0.059 -0.034 0.046
C -1.6171 0.6728 1.1166 -0.012 0.259 0.181
Cl 8.5677 -3.7890 0.7571 0.066 -0.018 0.005
H -1.2266 0.4967 0.1200 -0.093 -0.209 -0.151
C 7.5438 -13.4144 0.7633 0.115 -0.063 -0.031
Cl -9.4234 10.6322 -3.8551 0.015 0.050 -0.075
Cl 1.0291 -1.2986 7.3615 0.009 0.020 0.032
C -7.4078 4.7918 1.2590 -0.046 -0.015 -0.019
S 0.3032 -0.7811 -3.6275 -0.389 -0.362 -0.154
C -1.0610 -2.2397 -0.7603 0.772 -0.327 -0.164
H -0.5619 1.9657 2.4765 0.009 0.151 0.017
Cl -5.9458 3.8412 1.6047 0.042 -0.045 0.066
H -1.2718 0.5118 -2.2421 0.070 -0.355 0.157
H -3.5258 -0.3090 1.0587 -0.096 -0.222 -0.269
C 7.6458 -5.0918 -0.0459 -0.128 0.080 -0.074
H 8.2166 -9.7557 -3.6561 0.063 0.011 0.014
C 3.4780 -2.4540 -1.6640 0.248 0.137 0.032
H -6.7783 5.2775 -0.7463 0.104 -0.010 0.041
H 0.1003 -1.3717 9.5093 -0.055 -0.004 -0.010
H 2.4463 -0.4353 -2.6702 0.102 0.225 0.036
H -2.6213 -2.4073 2.2904 -0.013 -0.082 0.192
H 8.2741 -12.8022 0.2385 -0.043 0.060 -0.008
H 1.7617 -4.2005 -1.0758 0.162 -0.168 -0.027
O 3.1325 -2.8388 0.7015 0.665 1.084 -1.788
C -11.4301 8.7843 -3.7899 -0.112 -0.014 -0.011
C 7.2994 -12.9065 2.1597 0.030 -0.013 0.106
H -7.9287 10.8195 1.5532 -0.063 -0.050 -0.027
H 4.8630 3.6809 -0.0399 -0.085 -0.076 0.113
H 3.9567 3.5242 -2.3968 0.067 0.064 0.027
C 0.1863 1.9240 -2.9798 -0.011 -0.451 0.327
H -12.2623 8.3309 -4.3259 0.026 -0.016 -0.040
N 4.5762 -4.7848 -2.0375 0.043 0.574 0.210
Cl -9.5670 12.0520 0.3883 -0.023 -0.012 0.009
H 1.2944 -0.5958 -1.3835 -0.233 -0.117 0.163
C -0.9501 0.1960 8.5127 -0.084 0.003 0.079
H -0.8694 -1.1750 -0.8373 -0.303 0.205 -0.057
C 0.2650 -2.9201 -0.3759 -0.603 -0.164 0.137
H -0.7615 6.8568 -2.2817 -0.039 0.034 0.019
C -2.5833 -0.4105 1.5925 0.676 0.217 0.405
C -2.0439 -1.8340 1.5648 -0.581 -0.680 -0.347
C 7.3787 -6.2486 0.8758 -0.166 -0.045 0.004
C 3.4705 -1.9813 -0.1811 -0.313 -0.110 2.414
H 2.3882 4.0760 -1.7961 -0.044 -0.012 0.073
Cl 9.8049 -10.7792 -1.4603 0.019 -0.018 0.039
O -0.3680 0.0544 3.1386 -0.025 -0.185 0.009
C -10.6694 9.6969 -4.7167 -0.041 0.043 -0.079
C 1.5787 -0.9997 -2.3494 0.134 0.279 -0.144
C 4.0143 4.2617 -0.3910 0.076 0.113 -0.154
C 0.7423 0.3098 3.9869 -0.321 0.052 -0.351
H -0.4285 2.7976 -2.7693 -0.232 0.096 -0.142
Cl 8.8626 -7.1577 1.2960 0.015 -0.011 0.056
H -2.2179 -3.6326 0.3693 0.069 -0.156 0.055
Cl 6.8884 -11.1750 2.1875 -0.019 0.024 -0.024
Cl -6.0697 7.0807 0.5890 0.277 -0.165 0.152
C -0.6574 0.6546 -3.1291 0.201 0.833 0.324
H 0.8646 -2.3156 0.2958 0.145 0.134 0.046
C 0.3174 -0.5603 8.8162 0.044 -0.092 0.068
H -1.4165 0.5151 9.4435 0.037 0.009 0.023
H 0.3862 0.3731 5.0085 0.011 0.007 0.220
Cl -8.0506 9.2826 -0.8841 -0.248 0.110 -0.119
H 6.9184 -5.9163 1.8019 0.069 0.024 0.038
Cl 8.3424 -7.8165 -2.3292 0.057 -0.035 -0.055
H 7.9171 -14.4361 0.8050 -0.039 -0.019 0.026
H 1.2022 1.2525 3.7021 0.229 0.168 0.138
Cl -3.6231 4.6267 -1.6272 -0.047 -0.037 0.040
N 2.2871 -3.2959 -4.7304 -0.094 0.049 0.492
H -2.8115 -0.1789 2.6312 -0.085 0.097 0.148
C -2.7350 6.1489 -1.8795 -0.062 0.118 -0.059
H 0.7344 2.0465 -3.9087 0.240 0.317 -0.052
H -7.3548 11.4726 -1.3824 -0.076 -0.002 -0.008
C 7.7620 -9.4528 -2.7164 -0.075 -0.003 -0.079
H 7.6991 -10.0871 -0.6545 0.082 0.057 0.020
H 1.4801 -0.4820 3.8953 0.137 -0.141 -0.045
H -7.7081 5.2973 2.1732 0.066 0.040 0.011
C -7.1851 5.7698 0.1334 -0.179 0.048 -0.136
O 3.7496 -0.7681 -0.0212 -0.277 -0.837 -0.409
C -1.2497 5.9257 -1.9976 0.082 0.040 -0.018
C -7.2839 10.8381 -0.5020 0.141 -0.044 -0.028
C 3.3077 3.5602 -1.5227 -0.097 -0.149 -0.202
Cl 6.0473 -13.4486 -0.2098 0.020 0.025 -0.028
H -2.9739 6.8166 -1.0554 -0.003 -0.070 0.070
H 6.7070 -6.9525 0.3887 0.028 0.018 -0.081
Cl -0.6442 1.6673 7.5561 -0.005 0.003 -0.014
Cl -0.5175 5.4064 -0.4590 0.014 -0.044 -0.065
C 8.0579 -10.4406 -1.6183 -0.170 -0.053 0.047
H 6.6853 -9.3808 -2.8608 -0.018 -0.008 0.066
C -0.4365 0.9613 2.0564 -0.010 0.273 0.217
Cl -10.4176 7.4506 -3.1793 0.005 -0.005 0.014
C -2.1784 -2.5539 0.2217 -0.056 0.539 -0.319
H -1.0213 5.1731 -2.7485 -0.021 -0.059 0.037
C 2.1636 -2.9571 -3.6353 0.308 -0.023 -0.630
Cl 2.9271 1.8696 -1.1180 0.641 0.183 0.405